Entry from the Open Molecules 2025 dataset: a structure of composition C24H54CdF6N2O28PS7 (ωB97M-V/def2-TZVPD).

Its multiplicity is 1. As for the HOMO-LUMO gap: 2.87 eV. For the LUMO energy, the calculation gives -3.788 eV. Its HOMO energy is -6.661 eV. Its total charge is -1.

The geometry in XYZ format:
```
123
Properties=species:S:1:pos:R:3:forces:R:3
Cd 2.3122 2.3451 2.5457 -0.16 0.51 0.09
S 0.6862 6.1887 4.2804 2.82 -2.78 -1.97
O 0.1342 5.2751 3.3564 -4.07 -0.23 -2.49
O -0.1210 6.7132 5.3516 -0.81 0.08 1.77
O 1.8575 5.3352 4.6418 1.57 2.08 2.68
O 1.0291 7.5143 3.7158 0.70 0.28 -0.17
P -1.7588 -0.8376 -0.8024 1.03 -0.45 2.53
F -2.7301 -0.2987 0.3651 -2.54 0.29 -0.26
F -1.7515 -2.2251 0.0616 -0.84 -1.71 -1.42
F -2.9439 -1.3198 -1.7848 0.71 0.65 0.31
F -0.5802 -1.4283 -1.8049 -1.40 0.73 -0.15
F -1.6769 0.7131 -1.2824 -0.33 -0.66 -2.02
F -0.6317 -0.4583 0.2260 3.42 1.19 1.02
C 2.1044 -0.2140 6.4250 -0.50 0.43 -0.35
C 2.8237 -1.3970 5.7402 -0.33 1.99 2.21
N 4.0296 -0.9654 4.9682 -0.54 -0.02 1.93
C 4.3756 -2.1880 4.3083 2.29 -0.56 -2.42
C 5.8509 -2.3061 3.8843 0.26 0.30 0.70
C 5.1125 -0.4085 5.9115 0.30 0.07 -0.59
C 5.5417 -1.2030 7.1251 -1.09 -0.83 0.28
H 1.6152 0.4169 5.6828 0.17 0.08 -0.35
H 2.6832 0.4785 7.0361 0.43 -0.32 -0.01
H 1.2573 -0.5135 7.0421 0.14 -0.49 0.15
H 3.1319 -2.0814 6.5306 0.25 -0.23 0.18
H 2.0022 -1.9481 5.2824 0.65 0.09 -1.27
H 4.1196 -3.1156 4.8203 -0.16 0.02 0.44
H 3.9056 -2.2153 3.3252 -0.86 -0.06 0.19
H 6.1849 -1.5086 3.2205 -0.32 0.03 -0.23
H 6.4976 -2.2036 4.7556 0.18 -0.41 -0.01
H 6.0325 -3.2668 3.4024 -0.01 0.04 0.03
H 4.8555 0.5740 6.3075 -0.65 0.04 -0.47
H 6.0471 -0.2233 5.3820 -0.42 0.02 -0.81
H 4.6523 -1.2531 7.7532 0.25 -0.31 0.52
H 6.3512 -0.7501 7.6975 -0.06 0.27 -0.22
H 5.8458 -2.2200 6.8775 -0.03 -0.09 0.01
C 6.7801 4.8668 1.3079 -0.39 -1.12 -0.12
C 6.3547 3.7660 0.2414 -0.37 1.88 -0.85
N 4.9811 3.9132 -0.3934 0.48 1.44 0.44
C 4.7334 2.9486 -1.4959 -0.27 -0.34 1.76
C 5.7769 2.9125 -2.5786 -1.12 -0.26 -0.63
C 4.8373 5.3398 -0.9544 -1.16 -1.22 0.68
C 3.5047 5.4995 -1.6757 -0.05 0.88 -0.76
H 7.7759 4.6187 1.6753 0.22 -0.09 -0.31
H 6.1872 4.8150 2.2210 -0.45 -0.06 -0.15
H 6.8097 5.9152 1.0113 -0.15 -0.24 -0.46
H 6.9735 3.8770 -0.6490 0.98 -0.04 0.33
H 6.5662 2.7873 0.6721 -0.58 -0.11 -0.07
H 3.7059 3.1332 -1.8094 0.32 0.33 -0.59
H 4.5925 1.9446 -1.0956 0.45 -0.15 0.51
H 5.3283 2.2955 -3.3572 0.20 0.05 -0.36
H 6.6926 2.3998 -2.2840 0.11 0.52 0.02
H 5.8670 3.9297 -2.9597 0.72 -0.18 -0.22
H 4.8696 6.0879 -0.1623 0.10 -0.43 0.32
H 5.5781 5.6658 -1.6845 0.67 -0.42 0.00
H 3.3901 6.5492 -1.9461 0.06 0.32 0.25
H 3.5275 5.0498 -2.6684 -0.17 -0.46 0.14
H 2.5836 5.2480 -1.1499 0.30 -0.39 0.20
C -0.4827 2.2077 -7.8386 -0.43 -1.13 0.28
C -2.0257 2.0253 -7.8300 0.81 0.47 -1.54
O -2.4793 3.2494 -7.3440 -0.76 2.93 0.94
S -1.6076 4.5303 -7.9228 0.35 -1.78 0.30
O -1.5012 5.5587 -6.9045 -0.35 -1.74 -2.02
O -1.9955 4.8051 -9.3029 0.69 -0.24 2.46
O -0.2403 3.5911 -7.9026 -0.47 2.17 -0.19
H 0.0329 1.7577 -8.6869 -0.30 -0.19 0.01
H -0.0882 1.7898 -6.9125 0.26 0.30 0.06
H -2.4303 1.2338 -7.1992 0.26 0.09 -0.15
H -2.3895 2.0162 -8.8574 -0.06 -0.89 -0.13
C -7.2461 -5.9956 3.2637 0.54 -0.22 -0.50
C -6.4174 -6.9702 2.4019 -0.08 0.94 0.98
O -7.2119 -8.1280 2.4342 -1.54 -1.98 0.87
S -8.1212 -8.2895 3.8315 1.40 2.19 -0.62
O -7.6444 -9.3347 4.6829 -0.09 0.93 -0.75
O -9.5033 -8.2011 3.4958 0.51 -0.27 -0.08
O -7.6173 -6.7949 4.3854 -0.58 -1.88 0.20
H -8.1499 -5.7047 2.7284 0.06 0.30 -0.02
H -6.6742 -5.1504 3.6469 -0.18 -0.06 -0.11
H -5.4663 -7.1830 2.8898 0.15 0.11 -0.09
H -6.2639 -6.6634 1.3673 -0.18 -0.03 0.12
C -3.2768 -5.9941 -7.6587 -0.54 -0.48 1.85
C -3.5438 -6.0371 -9.1049 -0.08 -1.07 -0.77
O -2.4716 -5.3077 -9.5974 2.27 2.25 -2.24
S -1.0529 -5.6645 -8.9553 0.04 0.40 1.68
O -0.2301 -4.4406 -8.7477 -2.51 -3.59 -0.74
O -0.4970 -6.8674 -9.5691 -0.80 2.28 1.13
O -1.8683 -6.1193 -7.5278 2.07 0.40 -1.02
H -3.6902 -6.8494 -7.1242 -0.10 -0.01 -0.07
H -3.6506 -5.0959 -7.1671 0.27 0.24 -0.11
H -4.4481 -5.5663 -9.4904 0.03 -0.16 0.31
H -3.3951 -7.0466 -9.4883 -0.62 -0.27 -0.01
C -6.5814 4.7770 -1.9808 0.65 1.91 -1.48
C -5.8263 5.4516 -0.8265 -1.20 -1.62 1.12
O -6.7270 6.3500 -0.2241 -3.18 1.38 0.05
S -8.3623 5.7927 -0.3852 1.93 -0.64 1.73
O -9.2726 6.9460 -0.4265 2.23 -2.86 -0.45
O -8.5818 4.7082 0.6333 0.56 3.09 -3.33
O -7.9684 5.1892 -1.8858 -1.34 -0.42 1.57
H -6.3145 3.7497 -2.2289 -0.91 -0.39 0.98
H -6.2742 5.2899 -2.8922 -0.03 0.16 -0.14
H -4.9301 5.9661 -1.1733 -0.10 -0.13 0.40
H -5.7482 4.7506 0.0044 1.43 -0.52 -0.45
C -6.5764 2.2457 7.0526 -1.20 -0.52 -1.16
C -6.2121 3.1308 8.1837 0.70 0.71 -0.12
O -7.1838 2.9298 9.2084 -0.66 -1.08 1.27
S -8.2740 1.7168 8.8664 0.22 1.00 -1.85
O -9.3943 2.4532 8.2756 1.69 -1.78 1.15
O -8.5125 0.6664 9.8526 1.07 2.44 -1.81
O -7.2494 1.1441 7.6910 -1.35 -0.44 0.64
H -5.7719 1.8638 6.4241 0.20 -0.22 0.61
H -7.2264 2.7569 6.3424 -0.50 -0.14 0.15
H -6.2634 4.1758 7.8780 0.03 0.00 0.18
H -5.1842 2.8920 8.4567 -0.20 0.03 0.92
C 6.2623 -6.6673 -5.8482 -0.14 1.04 -0.45
C 5.4969 -5.6156 -5.0467 0.54 0.99 -0.25
O 6.1418 -5.6047 -3.7979 0.60 0.42 2.29
S 7.6948 -6.1020 -3.7943 -0.36 2.42 0.40
O 8.0145 -6.8307 -2.5607 -0.80 1.39 -3.18
O 8.5210 -4.9066 -4.1738 -2.02 -3.91 0.62
O 7.3124 -7.1022 -5.0068 1.78 -1.28 0.83
H 6.7904 -6.2071 -6.6833 -0.61 -0.17 -0.39
H 5.5387 -7.4303 -6.1350 0.84 -0.60 0.03
H 4.4289 -5.7693 -4.8924 0.22 -0.40 0.09
H 5.6205 -4.6392 -5.5151 -0.07 0.11 0.02
```
Positions in Å, forces in eV/Å.

These are the Löwdin partial charges, in e, on atoms 1 to 4:
1. Cd 0.739
2. S 0.213
3. O -0.357
4. O -0.125

***

Entry from the Open Molecules 2025 dataset: a structure of composition C24H55CuN2O10P2 (ωB97M-V/def2-TZVPD).

Its multiplicity is 2. Its expectation value of S² is 0.758. As for the HOMO-LUMO gap (alpha / beta): 9.95 / 8.00 eV. For the LUMO energy (alpha / beta), the calculation gives -1.615 / -3.551 eV. Its HOMO energy (alpha / beta) is -11.563 / -11.555 eV. Its total charge is +1.

The geometry in XYZ format:
```
94
Properties=species:S:1:pos:R:3:forces:R:3
Cu 10.6987 -31.0005 -21.2343 -0.05 0.08 -0.04
C 12.3911 -27.2970 -18.5728 -0.01 -1.25 1.43
C 12.5603 -28.1474 -19.7942 1.08 1.52 -4.62
C 13.8686 -27.7246 -20.6653 -0.37 -0.17 0.14
C 15.1551 -28.1605 -20.0510 0.11 1.80 1.15
C 15.1176 -29.6211 -19.8452 -0.60 -0.76 0.52
C 13.8863 -30.2506 -19.0539 1.36 -0.49 -1.16
N 12.6521 -29.6511 -19.6428 -4.55 -0.16 3.30
O 11.3953 -30.2055 -19.0721 4.31 1.52 -2.84
C 14.0877 -30.0835 -17.5274 -1.33 0.29 -1.28
C 13.8481 -31.7866 -19.3350 -0.42 0.09 -0.71
C 11.5069 -27.6999 -20.8792 -0.96 -2.54 0.29
H 11.7462 -27.8393 -17.8814 0.05 -0.20 0.23
H 11.8412 -26.3631 -18.6895 0.61 0.11 -0.58
H 13.3718 -27.2129 -18.1046 -0.21 0.64 0.28
H 13.8173 -26.6742 -20.9521 -0.05 0.27 0.71
H 13.8536 -28.1726 -21.6588 -0.58 -0.58 -0.02
H 15.3545 -27.6021 -19.1364 -0.18 -0.03 0.45
H 16.0568 -27.9385 -20.6218 -0.20 0.11 -0.51
H 16.0399 -29.8132 -19.2969 -0.03 -1.01 -0.26
H 15.1047 -29.9438 -20.8863 0.24 -1.11 0.16
H 13.1871 -30.5321 -17.1082 0.29 -0.18 0.49
H 14.0816 -29.0337 -17.2342 0.53 -0.15 0.14
H 14.9980 -30.6467 -17.3215 -0.14 0.28 0.48
H 13.2347 -32.0048 -20.2092 -0.22 0.26 -0.18
H 13.4098 -32.3909 -18.5407 0.13 0.30 0.24
H 14.8059 -32.2175 -19.6266 0.31 0.32 0.45
H 11.6201 -28.3235 -21.7661 0.56 0.19 -0.19
H 11.5266 -26.6595 -21.2036 0.18 -0.07 0.57
H 10.5100 -28.0412 -20.6001 -0.38 0.67 0.56
C 10.1436 -34.2214 -22.2969 0.87 -1.28 2.26
O 10.5319 -33.0644 -22.2109 -0.47 0.11 0.44
N 9.7463 -35.0988 -21.2705 0.44 0.37 -1.95
C 9.3005 -36.4339 -21.7671 -0.31 0.92 0.46
C 9.9147 -34.8916 -19.8102 -0.46 0.80 -0.75
H 10.2955 -34.7811 -23.2328 -0.64 0.19 -0.12
H 8.4776 -36.6540 -21.0871 0.19 -0.89 -0.18
H 10.0888 -37.1804 -21.8651 0.08 -0.05 0.83
H 8.8935 -36.3979 -22.7776 -0.19 0.54 0.09
H 9.0010 -34.8410 -19.2181 -0.63 -0.10 -0.58
H 10.4648 -35.6892 -19.3109 0.59 0.15 -0.50
H 10.3273 -33.8879 -19.7087 0.57 -0.27 0.21
C 5.9716 -33.4436 -21.0658 -0.11 -0.59 1.37
C 5.7537 -32.2714 -20.0618 0.29 -2.29 -0.27
O 5.8775 -31.0176 -20.6959 1.56 1.41 -2.71
P 6.9438 -30.6619 -21.9356 -1.97 -0.03 -1.18
O 8.3786 -30.5372 -21.6040 0.00 -0.74 0.37
O 6.5452 -31.6508 -23.2118 0.33 1.07 3.40
C 7.1352 -31.4564 -24.4679 0.29 -1.19 -1.63
C 7.7318 -32.7686 -24.9936 0.33 0.30 0.01
O 6.3916 -29.3031 -22.5887 0.17 -0.61 0.53
C 6.2289 -28.0699 -21.8862 -1.25 1.16 0.77
C 7.3984 -27.0750 -21.8666 0.95 -1.38 0.34
H 5.7752 -34.4373 -20.6631 -0.33 0.11 1.01
H 5.2864 -33.4847 -21.9125 0.64 0.80 -0.34
H 7.0475 -33.5473 -21.2066 -0.01 0.41 -1.10
H 4.7888 -32.3743 -19.5653 -0.21 0.59 -0.39
H 6.4835 -32.3499 -19.2560 0.23 0.08 -0.06
H 6.3319 -31.2734 -25.1815 -0.11 0.72 0.18
H 7.8796 -30.6610 -24.5044 -0.10 0.12 0.20
H 6.9963 -33.5678 -25.0860 -0.12 0.12 0.24
H 8.0960 -32.5681 -26.0012 0.03 -0.05 -0.03
H 8.5811 -33.1182 -24.4066 -0.05 0.00 0.15
H 5.3152 -27.5884 -22.2348 0.22 0.04 -1.22
H 5.7764 -28.2740 -20.9157 1.08 -0.34 0.71
H 7.6302 -26.5296 -22.7814 -0.79 0.23 0.02
H 7.3820 -26.4591 -20.9674 -0.49 0.38 -0.33
H 8.3304 -27.6201 -21.7164 0.07 -0.46 0.10
C 15.7798 -31.1666 -25.7671 -0.95 -0.29 2.00
C 14.5651 -31.2088 -24.6553 2.37 0.52 -1.75
O 13.8208 -29.9985 -25.0002 -2.21 -1.09 1.52
P 12.3437 -29.7472 -24.2935 0.77 0.94 -0.95
O 12.1092 -30.4536 -22.9684 0.21 1.25 -2.34
O 12.3941 -28.1361 -24.2257 0.00 -2.61 0.23
C 12.3051 -27.1702 -25.2925 -1.42 0.01 0.32
C 10.9722 -26.4566 -25.0811 0.99 1.65 -0.51
O 11.2712 -30.0672 -25.5256 1.51 4.08 3.18
C 10.9871 -31.3745 -25.7500 -0.27 -2.09 -2.27
C 10.2395 -31.4313 -27.1292 0.27 -0.37 0.30
H 16.2302 -30.1788 -25.6704 -0.38 0.18 -0.37
H 16.6216 -31.8181 -25.5325 -0.33 -0.44 0.29
H 15.4693 -31.4041 -26.7846 -0.29 0.29 0.20
H 13.9894 -32.1338 -24.6239 -0.31 0.19 -0.59
H 14.9579 -31.1094 -23.6434 0.20 0.26 -0.08
H 13.1757 -26.5168 -25.2359 -0.17 0.09 0.56
H 12.3332 -27.5248 -26.3229 -0.02 -0.92 0.23
H 11.1978 -25.5659 -25.6676 -0.87 0.37 -0.43
H 10.0404 -26.9146 -25.4127 0.45 -0.38 -0.19
H 10.8071 -26.0298 -24.0918 0.32 -0.48 0.28
H 11.9803 -31.8183 -25.8179 -0.19 -1.11 -0.39
H 10.4543 -31.8364 -24.9189 -0.26 -0.02 -0.09
H 10.0848 -32.4555 -27.4687 -0.13 -0.12 0.29
H 9.2828 -30.9093 -27.1506 -0.13 -0.11 0.58
H 10.7629 -30.9614 -27.9619 0.66 0.12 0.40
```
Positions in Å, forces in eV/Å.

These are the Löwdin partial charges, in e, on atoms 1 to 4:
1. Cu 0.413
2. C -0.021
3. C -0.418
4. C -0.131

***

Entry from the Open Molecules 2025 dataset: a structure of composition C24H56F2O5S2 (ωB97M-V/def2-TZVPD).

Its multiplicity is 1. As for the HOMO-LUMO gap: 9.60 eV. For the LUMO energy, the calculation gives -1.313 eV. Its HOMO energy is -10.912 eV.

The geometry in XYZ format:
```
89
Properties=species:S:1:pos:R:3:forces:R:3
O 2.0619 5.2581 3.0502 -2.58 2.64 -0.43
S 1.1097 6.2536 2.4946 3.16 -2.29 -1.55
O 1.2264 7.6962 3.3715 -0.21 -0.67 1.55
F 1.3720 8.7644 2.4816 -0.18 -0.40 -0.40
O -0.4281 5.5517 2.8833 -1.42 2.49 1.63
S -1.6451 6.6822 2.7274 -3.00 0.12 -4.87
O -2.9196 6.0259 2.4236 2.97 0.65 2.22
O -1.2481 7.5614 1.6054 0.28 -1.13 3.72
F -1.8004 7.4730 4.1308 1.00 -1.44 -1.94
C 0.8990 -1.6798 2.7250 -0.06 -0.07 -0.14
C 1.9534 -0.9759 1.8799 0.09 -0.02 0.10
C 2.5341 0.2692 2.5500 0.04 0.07 -0.08
C 1.5266 1.3892 2.8226 -0.07 -0.06 0.08
C 0.7851 1.9061 1.5900 0.10 0.09 0.07
C 1.7091 2.5319 0.5515 -0.16 0.01 -0.11
H 0.0347 -1.0390 2.9094 0.02 -0.02 0.03
H 0.5406 -2.5759 2.2135 -0.02 0.01 0.08
H 1.3129 -1.9853 3.6889 -0.04 0.04 0.00
H 1.5323 -0.7219 0.9022 0.03 0.02 0.00
H 2.7713 -1.6772 1.6874 -0.02 0.04 -0.05
H 3.3492 0.6563 1.9304 -0.01 0.00 0.02
H 2.9927 -0.0205 3.5014 -0.01 -0.01 -0.03
H 2.0556 2.2236 3.2956 -0.03 0.00 -0.04
H 0.7914 1.0469 3.5578 0.03 0.00 -0.01
H 0.0606 2.6605 1.9131 -0.03 -0.06 0.00
H 0.2044 1.1024 1.1276 0.00 0.01 0.04
H 2.2664 3.3675 0.9819 0.06 -0.06 0.00
H 1.1265 2.9130 -0.2910 0.08 0.00 -0.02
H 2.4242 1.8072 0.1568 0.01 0.05 0.01
C 1.9871 -2.7560 -4.6086 0.13 -0.06 -0.09
C 2.9402 -2.7180 -3.4207 -0.12 -0.03 0.07
C 2.4984 -1.7513 -2.3219 0.09 0.04 0.08
C 2.4292 -0.2792 -2.7383 -0.08 -0.03 -0.11
C 3.7341 0.3046 -3.2790 -0.04 0.06 0.12
C 4.8639 0.3005 -2.2559 0.09 0.01 -0.13
H 1.9221 -1.7863 -5.1058 -0.03 -0.03 0.01
H 2.3343 -3.4824 -5.3471 -0.08 0.03 -0.02
H 0.9829 -3.0495 -4.2928 0.00 0.04 -0.03
H 3.9482 -2.4695 -3.7654 -0.01 0.01 0.03
H 3.0031 -3.7228 -2.9912 0.05 0.04 0.00
H 3.1739 -1.8553 -1.4670 -0.03 0.01 0.00
H 1.5090 -2.0526 -1.9609 0.02 -0.02 -0.01
H 2.1077 0.3105 -1.8722 0.02 0.00 -0.02
H 1.6471 -0.1513 -3.4933 0.00 -0.01 0.03
H 3.5487 1.3371 -3.5900 -0.01 -0.05 -0.04
H 4.0503 -0.2336 -4.1774 -0.04 0.00 0.01
H 4.5853 0.8722 -1.3669 0.01 -0.05 0.01
H 5.7607 0.7563 -2.6810 0.00 -0.02 0.08
H 5.1248 -0.7132 -1.9459 -0.01 0.03 0.03
C 0.6440 -9.9088 -5.7849 -0.06 -0.07 -0.14
C 1.7001 -9.2037 -6.6268 0.08 -0.01 0.11
C 2.2824 -7.9621 -5.9510 0.04 0.08 -0.08
C 1.2764 -6.8414 -5.6731 -0.08 -0.08 0.07
C 0.5335 -6.3145 -6.9008 0.09 0.10 0.06
C 1.4556 -5.6828 -7.9370 -0.13 -0.03 -0.10
H -0.2192 -9.2670 -5.5986 0.02 -0.02 0.03
H 0.2843 -10.8023 -6.2997 -0.02 0.01 0.08
H 1.0568 -10.2184 -4.8218 -0.04 0.03 0.00
H 1.2800 -8.9452 -7.6032 0.02 0.03 0.01
H 2.5171 -9.9052 -6.8217 -0.02 0.04 -0.04
H 3.0982 -7.5735 -6.5684 -0.02 0.00 0.02
H 2.7401 -8.2567 -5.0006 -0.01 -0.02 -0.03
H 1.8076 -6.0107 -5.1953 -0.02 -0.01 -0.03
H 0.5412 -7.1869 -4.9394 0.04 0.00 0.00
H -0.1886 -5.5612 -6.5714 -0.01 -0.06 0.00
H -0.0492 -7.1143 -7.3672 0.01 0.00 0.04
H 2.0154 -4.8506 -7.5034 0.03 -0.04 -0.02
H 0.8728 -5.2951 -8.7753 0.08 0.02 0.00
H 2.1685 -6.4059 -8.3379 0.01 0.04 0.01
C -7.7343 3.6955 6.1123 0.07 -0.15 -0.01
C -6.7070 4.1036 7.1609 -0.10 0.08 0.05
C -6.5171 5.6170 7.2645 0.10 0.03 0.04
C -5.9857 6.2932 5.9973 -0.09 -0.06 -0.05
C -4.6479 5.7573 5.4876 -0.03 0.17 0.04
C -3.5048 5.9555 6.4750 0.04 -0.13 -0.08
H -7.4329 4.0040 5.1095 -0.04 0.00 0.02
H -7.8524 2.6098 6.1007 -0.05 0.05 -0.04
H -8.7094 4.1378 6.3298 0.02 0.01 -0.04
H -5.7522 3.6125 6.9512 0.00 0.04 0.01
H -7.0352 3.7298 8.1356 0.06 0.00 -0.02
H -5.8450 5.8324 8.1009 -0.02 0.01 -0.02
H -7.4760 6.0783 7.5241 0.01 -0.03 0.00
H -5.8875 7.3667 6.1933 0.02 -0.03 -0.01
H -6.7278 6.2026 5.1981 0.01 0.01 0.03
H -4.3996 6.2758 4.5581 -0.07 -0.08 -0.01
H -4.7323 4.6966 5.2336 -0.03 0.03 -0.02
H -3.3707 7.0145 6.7094 -0.01 -0.03 0.05
H -2.5705 5.5839 6.0472 0.02 0.02 0.10
H -3.6790 5.4148 7.4071 0.04 0.04 0.00
```
Positions in Å, forces in eV/Å.

These are the Löwdin partial charges, in e, on atoms 1 to 4:
1. O -0.361
2. S 1.048
3. O -0.259
4. F -0.053

***

What is the multiplicity in the first record? 1

***

Number 3 is which compound? C24H56F2O5S2